{"formula": "C46H71N12OPtSi", "method": "ωB97M-V/def2-TZVPD", "e_tot_ev": -79901.8438, "e_homo_ev": -9.26, "gap_ev": 5.5, "total_charge": 1, "symbols": ["Pt", "C", "N", "C", "C", "N", "C", "C", "C", "C", "C", "C", "N", "C", "N", "C", "C", "N", "C", "C", "N", "C", "C", "H", "H", "H", "H", "H", "H", "H", "H", "H", "H", "H", "H", "H", "H", "H", "H", "H", "H", "H", "H", "H", "H", "H", "H", "H", "H", "H", "H", "C", "N", "C", "C", "N", "C", "C", "N", "C", "C", "N", "C", "N", "C", "C", "C", "N", "C", "H", "H", "H", "H", "H", "H", "H", "H", "H", "H", "H", "H", "H", "H", "H", "H", "H", "H", "H", "H", "H", "H", "H", "H", "C", "Si", "C", "C", "O", "H", "H", "H", "H", "H", "H", "H", "H", "H", "C", "C", "C", "C", "C", "C", "C", "C", "C", "C", "C", "C", "C", "C", "C", "H", "H", "H", "H", "H", "H", "H", "H", "H", "H"], "positions_angstrom": [[0.87543, 0.04201, -0.14478], [4.19240, 2.92719, 1.46228], [3.37528, 2.26886, 2.46312], [3.70054, 2.66294, 3.82479], [2.46043, 1.31450, 2.20289], [2.49842, 0.49573, 1.17058], [3.72088, 0.29588, 0.48591], [4.91395, -0.00243, 1.12907], [6.08625, -0.15624, 0.40197], [6.05774, -0.02676, -0.97803], [4.85613, 0.21622, -1.62870], [3.67639, 0.36953, -0.90489], [2.41579, 0.46958, -1.52043], [2.32421, 1.07964, -2.70563], [1.66830, 0.49352, -3.72864], [0.98343, 1.24776, -4.76310], [1.71379, -0.94434, -3.91344], [2.90288, 2.26634, -2.94405], [3.54447, 2.58940, -4.20662], [3.05954, 3.25474, -1.88878], [1.43292, 1.19329, 3.10986], [0.79749, 2.38361, 3.64263], [1.37883, 0.00156, 3.92459], [4.09643, 4.00768, 1.59063], [3.85218, 2.66127, 0.47066], [5.24319, 2.64484, 1.56666], [3.38368, 3.68886, 4.02569], [4.78367, 2.60723, 3.95369], [3.23660, 1.99933, 4.54631], [4.91890, -0.09930, 2.20882], [7.01300, -0.38426, 0.91096], [6.96375, -0.15186, -1.55592], [4.82627, 0.25989, -2.71181], [0.85970, 2.28117, -4.45003], [-0.00730, 0.81517, -4.91051], [1.51655, 1.22179, -5.71723], [2.49143, -1.20980, -4.63733], [0.76140, -1.28264, -4.30274], [1.91420, -1.43668, -2.96569], [3.53724, 1.73060, -4.87165], [4.58352, 2.86152, -4.00609], [3.05686, 3.43249, -4.70035], [2.39320, 2.99719, -1.05952], [2.75220, 4.22646, -2.28231], [4.10644, 3.32414, -1.57821], [0.99296, 3.21995, 2.97482], [1.12982, 2.62961, 4.65767], [-0.28176, 2.22882, 3.66988], [1.82018, -0.83480, 3.38584], [0.34580, -0.24343, 4.15644], [1.91057, 0.13747, 4.87697], [-2.33068, -3.52908, -0.82740], [-3.58015, -2.81209, -0.87334], [-4.81474, -3.56153, -0.78171], [-5.83946, -2.46143, -0.54679], [-5.04598, -1.40971, 0.08076], [-5.65543, -0.09164, 0.17732], [-3.70132, -1.60259, -0.20997], [-2.67209, -0.90370, 0.06885], [-2.73618, 0.22124, 0.95963], [-1.37095, 0.48469, 1.64153], [-0.34444, -0.55143, 1.44484], [-0.51776, -1.75576, 1.91632], [0.32631, -2.81071, 1.70860], [1.42162, -2.97621, 0.77707], [-0.13914, -4.02511, 2.34495], [-1.24119, -3.53099, 3.25970], [-1.52423, -2.17996, 2.77655], [-2.24070, -1.38707, 3.76778], [-1.50812, -2.83249, -0.97370], [-2.19457, -4.02836, 0.14334], [-2.31842, -4.28619, -1.61054], [-4.79087, -4.26029, 0.06613], [-5.00304, -4.13208, -1.69167], [-6.65201, -2.78236, 0.10451], [-6.27120, -2.10733, -1.49086], [-6.59211, -0.09251, -0.38163], [-5.01654, 0.67171, -0.25440], [-5.87874, 0.18295, 1.20890], [-3.49921, 0.04988, 1.72874], [-3.02214, 1.15363, 0.46196], [-1.54897, 0.67814, 2.69933], [-0.91884, 1.39508, 1.24927], [1.26865, -3.90031, 0.21151], [1.46628, -2.14451, 0.07780], [2.37340, -3.04829, 1.30943], [0.67315, -4.50831, 2.89077], [-0.50385, -4.73456, 1.59447], [-0.91215, -3.49701, 4.30351], [-2.14050, -4.14515, 3.20726], [-2.84706, -2.08259, 4.34546], [-2.91971, -0.66903, 3.32496], [-1.57387, -0.87680, 4.46578], [0.91625, 5.47696, 0.24218], [-0.06479, 3.91125, -0.18178], [-0.55113, 4.05321, -2.01401], [-1.68723, 4.06550, 0.78624], [0.77624, 2.59494, 0.13608], [0.27000, 6.35530, 0.32675], [1.66573, 5.70094, -0.52299], [1.44253, 5.35905, 1.19419], [-0.46003, 5.07803, -2.38486], [-1.58462, 3.73683, -2.18360], [0.08670, 3.40991, -2.62795], [-2.23507, 4.95950, 0.47350], [-1.51214, 4.14942, 1.86307], [-2.34526, 3.20812, 0.62158], [-0.39347, -0.32535, -1.48000], [-1.14976, -0.52509, -2.45976], [-2.05641, -0.73883, -3.43038], [-2.79700, 0.43496, -3.93754], [-3.00311, 0.63000, -5.30562], [-3.66244, 1.76254, -5.75252], [-4.14400, 2.69354, -4.84092], [-3.93861, 2.50612, -3.48144], [-3.24928, 1.39186, -3.03276], [-2.33192, -2.08119, -3.96864], [-3.50717, -2.33707, -4.68407], [-3.77246, -3.60640, -5.16896], [-2.86874, -4.63801, -4.95514], [-1.70724, -4.40293, -4.23049], [-1.44744, -3.13961, -3.73233], [-2.62853, -0.09531, -6.01733], [-3.80328, 1.91921, -6.81362], [-4.66933, 3.57139, -5.19302], [-4.29585, 3.24098, -2.77145], [-3.03938, 1.24860, -1.98168], [-4.22939, -1.54710, -4.83546], [-4.68803, -3.79119, -5.71479], [-3.07266, -5.62630, -5.34580], [-1.00729, -5.20842, -4.05095], [-0.55868, -2.95861, -3.14645]], "forces_ev_per_angstrom": [[0.7, -0.2, 0.2], [-0.1, 0.1, -0.1], [0.2, 0.1, 0.0], [0.0, 0.0, 0.0], [-0.1, 0.1, 0.0], [0.0, -0.3, 0.0], [0.0, -0.1, 0.1], [0.0, 0.0, 0.0], [0.0, 0.0, 0.1], [0.0, 0.0, -0.1], [0.0, 0.0, 0.0], [0.2, 0.0, -0.1], [-0.5, 0.0, 0.3], [0.1, 0.0, -0.2], [-0.1, 0.0, 0.1], [0.0, 0.0, 0.0], [0.1, -0.1, 0.0], [0.0, 0.1, 0.0], [0.0, 0.0, 0.0], [0.1, 0.0, 0.0], [0.1, 0.1, 0.0], [0.0, 0.0, 0.0], [-0.1, -0.1, -0.1], [0.0, 0.0, 0.0], [0.0, 0.1, 0.1], [0.0, 0.0, 0.0], [0.0, 0.0, 0.0], [0.0, 0.0, 0.0], [0.0, 0.0, 0.0], [0.0, 0.0, 0.0], [0.0, 0.0, 0.0], [0.0, 0.0, 0.0], [0.0, 0.0, 0.0], [0.0, 0.0, 0.0], [0.0, 0.0, 0.0], [0.0, 0.0, 0.0], [0.0, 0.0, 0.0], [-0.2, -0.1, 0.0], [0.0, 0.0, 0.0], [0.0, 0.0, 0.0], [0.0, 0.0, 0.0], [0.0, 0.0, 0.0], [0.0, 0.0, 0.1], [0.0, 0.0, 0.0], [0.0, 0.0, 0.0], [0.0, 0.0, 0.0], [0.0, 0.0, 0.0], [0.0, 0.0, 0.0], [0.0, 0.0, 0.0], [-0.1, -0.1, 0.0], [0.0, 0.0, 0.0], [-0.1, -0.1, 0.3], [0.1, 0.1, -0.4], [0.0, 0.0, 0.1], [0.0, 0.0, 0.1], [0.1, 0.0, 0.0], [0.0, 0.0, 0.0], [0.0, 0.0, 0.1], [-0.1, -0.1, -0.1], [-0.1, 0.0, 0.1], [0.1, 0.1, 0.1], [-0.5, 0.1, -0.5], [0.2, 0.0, 0.2], [-0.1, 0.0, -0.1], [0.0, 0.0, 0.0], [0.0, 0.0, 0.0], [0.0, 0.0, 0.0], [0.1, 0.0, 0.0], [-0.1, 0.0, -0.1], [0.0, 0.0, 0.0], [0.0, 0.0, 0.0], [0.0, 0.0, 0.1], [0.0, 0.0, 0.0], [0.0, 0.0, 0.0], [0.0, 0.0, 0.0], [0.0, 0.0, 0.0], [0.0, 0.0, 0.0], [0.1, 0.1, -0.1], [0.0, 0.0, 0.0], [0.0, 0.1, 0.0], [0.0, 0.0, -0.1], [0.1, 0.0, 0.1], [0.0, 0.0, 0.0], [0.0, 0.0, 0.0], [0.0, 0.0, 0.0], [0.0, 0.0, 0.0], [0.0, 0.0, 0.0], [0.0, 0.0, 0.0], [0.0, 0.0, 0.0], [0.0, 0.0, 0.0], [0.0, 0.0, 0.0], [0.0, 0.0, 0.0], [0.0, 0.0, 0.0], [0.0, 0.0, -0.1], [0.1, 0.0, 0.1], [-0.1, 0.0, 0.0], [0.0, 0.0, 0.0], [-0.1, 0.2, 0.2], [0.0, 0.0, 0.0], [0.0, 0.0, 0.0], [0.0, 0.0, 0.0], [0.0, 0.0, 0.0], [0.0, 0.0, 0.0], [0.0, 0.0, 0.0], [0.0, 0.0, 0.0], [0.0, 0.0, 0.0], [0.0, 0.0, 0.0], [-0.2, -0.2, -0.2], [0.1, -0.2, 0.2], [0.0, 0.1, -0.1], [0.0, -0.1, -0.1], [0.0, 0.0, 0.0], [0.0, 0.0, 0.0], [0.0, 0.0, 0.0], [0.0, 0.0, 0.0], [0.0, 0.1, 0.0], [0.1, 0.0, 0.0], [0.0, 0.0, 0.0], [0.0, 0.0, 0.0], [0.0, 0.0, 0.0], [0.0, 0.0, -0.1], [0.0, 0.1, -0.2], [0.0, 0.0, 0.0], [0.0, 0.0, 0.0], [0.0, 0.0, 0.0], [0.0, 0.0, 0.0], [0.0, 0.0, 0.1], [0.0, 0.0, 0.0], [0.0, 0.0, 0.0], [0.0, 0.0, 0.0], [0.0, 0.0, 0.0], [0.1, 0.1, 0.0]]}